Record 1
The following is a quantum chemistry calculation of C61H63AsCoN2OP2SSi2 as an isolated structure, from the Open Molecules 2025 dataset.

E   -7825.5450 a.u.
HOMO-LUMO gap (spin up / spin down)   7.18 / 7.26 eV
LUMO level (spin up / spin down)   0.41 / 0.42 eV
Spin multiplicity   2
E_HOMO (spin up / spin down)   -6.771 / -6.840 eV

Positions of all 134 atoms, in Å:
H -2.450 3.145 3.696
H -5.330 1.242 -2.933
N -0.736 0.883 1.694
C 3.685 -0.457 -3.038
H 3.370 1.178 2.092
P 0.610 1.719 1.387
H 2.582 4.904 -3.177
C 0.536 1.672 -3.648
O -1.852 0.979 -1.060
P 1.629 0.440 -1.350
C -3.935 3.332 -0.644
C 1.561 2.178 5.350
C 0.512 -2.393 3.465
C 2.011 3.995 -3.316
C -2.767 2.832 2.696
H 0.790 -7.118 -0.059
H -0.175 2.412 4.124
H -3.433 -0.948 -2.001
C -3.509 0.128 -5.721
H 0.629 -4.674 5.970
C 0.133 5.840 1.485
C 5.700 0.111 -1.220
H -0.590 -2.514 -4.927
H -2.003 -3.158 -2.671
C -3.953 -1.521 -4.019
C -6.411 2.555 -1.630
H -7.235 3.944 -0.222
H -0.891 -4.071 -1.651
H -5.022 4.634 0.655
Co -0.251 -0.301 0.151
C -4.022 2.370 -1.644
H -3.516 0.426 -6.762
C 0.253 3.474 0.995
H 6.484 0.336 -0.507
H 0.696 -2.602 7.321
C -0.531 5.044 -0.678
H 0.285 6.655 2.182
C 5.317 -2.802 1.195
H 0.516 -0.272 3.734
C -1.195 -6.492 0.460
Si 0.241 -2.091 -2.670
H 7.055 -0.554 -2.745
C 4.504 -3.004 0.090
H -1.798 0.669 4.845
H 1.680 -4.111 -2.251
H -3.369 -0.930 1.363
H -0.344 2.935 -0.985
C 4.753 -2.399 2.398
H 2.514 -2.927 -0.677
H 2.906 -0.648 -3.771
H -2.023 -3.419 1.605
C 0.606 -3.707 5.482
C -3.022 0.996 -4.754
C -6.331 3.503 -0.623
H -0.892 5.226 -1.683
C -3.017 0.592 -3.427
C 3.564 1.480 4.220
H 0.651 -0.395 6.194
H -2.647 1.976 -5.024
H 5.256 -1.066 -4.364
H -1.111 -0.901 -4.459
C 1.399 1.783 -2.569
C 0.645 -2.542 6.241
H 2.617 -2.866 -3.096
H 4.608 1.192 4.248
H 1.048 4.685 -5.111
C 2.880 1.482 3.009
H -0.590 7.109 -0.088
C -1.979 -5.450 0.941
C 0.409 2.712 -4.565
H 3.438 1.824 6.334
C -3.975 -1.126 -5.351
H 1.826 -4.968 0.521
C 0.548 -3.635 4.099
C 5.008 -0.682 -3.382
C 3.135 -2.807 0.196
S -2.432 1.746 -2.211
H 0.539 -4.547 3.517
H -2.328 3.529 1.981
C -5.256 1.984 -2.150
C 2.558 -2.447 1.406
C 1.538 1.831 2.957
C 0.756 -5.088 0.626
H 1.041 2.445 6.262
H -0.262 2.606 -5.410
H -2.967 3.630 -0.262
C 6.020 -0.393 -2.471
C -0.227 3.749 -0.284
C -3.469 -0.660 -3.045
C -3.605 0.141 1.399
H -1.648 -7.443 0.211
C 1.144 3.874 -4.400
C 1.631 -3.324 -3.007
H -7.375 2.250 -2.017
C -0.358 6.095 0.213
H -0.045 0.767 -3.768
H 0.557 -1.179 -4.995
H 4.095 0.680 0.109
H -4.350 -1.805 -6.107
C -1.196 -3.063 -1.942
H -3.854 2.944 2.656
C 0.170 -6.309 0.306
C 0.546 -1.235 4.226
C -5.092 3.893 -0.131
H -2.195 -0.851 4.042
H 4.932 -3.284 -0.865
C -1.398 -4.230 1.244
As 0.625 -2.252 1.527
C 3.379 -2.231 2.510
C 0.883 2.170 4.142
C 3.355 0.026 -1.774
H -3.046 -5.586 1.071
C 0.441 4.542 1.872
N 0.593 -0.774 -1.624
H 5.383 -2.227 3.262
Si -2.290 1.032 2.397
H -4.309 -2.504 -3.739
H 6.388 -2.944 1.117
C -0.272 -1.598 -4.417
H -4.559 0.240 1.927
H 0.841 4.373 2.862
H -3.727 0.496 0.379
C -2.435 0.214 4.082
H -3.473 0.304 4.421
C -0.027 -4.037 1.086
C 1.493 0.901 0.242
H 1.413 -3.813 -3.962
C 4.370 0.310 -0.871
C 0.618 -1.309 5.613
H 2.958 -1.937 3.463
C 2.907 1.830 5.390
C 2.139 2.956 -2.412
H -1.611 -2.585 -1.050
H 2.805 3.056 -1.562

Löwdin population analysis, charges in e, atoms 1 to 99: 0.03, 0.10, -0.29, -0.09, 0.08, 0.67, 0.10, -0.11, -0.52, 0.67, -0.08, -0.09, -0.37, -0.08, -0.16, 0.10, 0.09, 0.12, -0.07, 0.10, -0.08, -0.08, 0.04, 0.02, -0.07, -0.07, 0.11, 0.02, 0.11, 0.20, -0.34, 0.11, -0.25, 0.10, 0.10, -0.08, 0.10, -0.09, 0.06, -0.09, 0.35, 0.10, -0.08, 0.02, 0.01, 0.02, 0.06, -0.08, 0.06, 0.10, 0.10, -0.08, -0.09, -0.07, 0.11, -0.42, -0.07, 0.10, 0.11, 0.10, -0.01, -0.28, -0.08, 0.01, 0.10, 0.10, -0.07, 0.10, -0.08, -0.08, 0.10, -0.07, 0.09, -0.09, -0.08, -0.13, 1.03, 0.10, 0.01, -0.06, -0.34, -0.30, -0.10, 0.11, 0.10, 0.09, -0.09, -0.11, -0.08, -0.17, 0.10, -0.09, -0.17, 0.11, -0.09, 0.06, 0.03, 0.08, 0.11

=====

Record 2
The following is a quantum chemistry calculation of a 2-piece molecular cluster, C3H8N4O overall, from the Open Molecules 2025 dataset.

E   -413.3210 a.u.
HOMO-LUMO gap   9.74 eV
LUMO level   0.92 eV
SMILES   N/N=C/O.N#CCN
ΔE to the lowest compared entry with this formula, charge and spin   59.6 kcal/mol
E_HOMO   -8.816 eV

Positions of all 16 atoms, in Å:
H -1.392 0.732 -2.036
H 0.891 -1.049 -1.524
C 0.819 -0.094 1.794
H 1.134 2.327 2.094
N 0.265 2.112 1.604
H 0.120 2.721 0.805
H -0.413 0.776 -0.715
H -0.151 -1.107 -2.960
N -1.855 -2.320 -0.623
N -0.453 0.538 -1.707
O 0.636 -1.396 1.564
H 1.629 0.095 2.507
H -0.170 -1.526 1.037
C -1.054 -1.741 -1.192
C -0.123 -0.867 -1.889
N 0.117 0.799 1.242

List of Löwdin charges in e, atom by atom: 0.08, 0.12, -0.29, 0.08, -0.01, 0.08, 0.02, 0.12, 0.15, 0.00, 0.03, 0.14, 0.07, -0.24, -0.27, -0.07

=====

Record 3
The following is a quantum chemistry calculation of a 2-piece molecular cluster, C8H11N2 overall, from the Open Molecules 2025 dataset.

Net charge   +1
E   -420.5771 a.u.
HOMO-LUMO gap   8.64 eV
LUMO level   -5.54 eV
ΔE to the lowest compared entry with this formula, charge and spin   77.1 kcal/mol
E_HOMO   -14.179 eV

Positions of all 21 atoms, in Å:
H -0.386 2.275 0.265
H -0.303 0.809 1.245
H 2.457 -2.119 0.864
H -1.103 0.799 -1.355
H -0.714 -3.357 -0.813
C 3.438 -0.145 0.840
N 3.466 1.146 0.439
H 2.545 2.482 -0.452
H -1.609 2.020 1.326
C -1.783 0.801 -0.473
H 0.623 1.206 -1.293
H 4.235 -0.379 1.653
C 2.459 -1.091 0.497
N -0.073 -2.519 -0.958
C 2.490 1.441 -0.323
C 1.473 0.654 -0.844
C -1.051 1.426 0.658
H -2.518 1.491 -0.798
C 0.441 -1.561 -0.720
C 1.378 -0.627 -0.368
H -2.231 -0.160 -0.192

List of Löwdin charges in e, atom by atom: 0.09, 0.09, 0.13, 0.06, 0.22, -0.08, 0.12, 0.12, 0.06, -0.16, 0.11, 0.16, 0.05, 0.40, -0.14, 0.01, -0.18, 0.07, 0.00, -0.20, 0.08

=====

Record 4
The following is a quantum chemistry calculation of C45H55AsF3NP2Sn as an isolated structure, from the Open Molecules 2025 dataset.

Net charge   +2
E   -5234.3072 a.u.
HOMO-LUMO gap (spin up / spin down)   5.94 / 4.69 eV
LUMO level (spin up / spin down)   -6.84 / -7.77 eV
ΔE to the lowest compared entry with this formula, charge and spin   59.7 kcal/mol
E_HOMO (spin up / spin down)   -12.781 / -12.452 eV

Positions of all 108 atoms, in Å:
F 3.597 -0.650 -0.849
H 3.136 4.646 -2.350
H 3.983 -4.624 -1.195
H 1.554 5.130 -2.996
C 2.449 -3.479 -3.974
H -1.731 -5.204 3.988
H -3.575 3.555 0.841
H 4.030 -4.889 -3.618
H -1.295 -2.768 4.093
C 3.305 -4.220 -3.171
H -0.294 3.225 -3.331
C -3.526 -0.672 1.786
H 7.197 -4.912 3.016
C -4.041 -0.132 2.962
H 3.596 -5.641 0.843
H 0.122 1.557 -2.924
C 6.288 -4.535 2.564
H 2.304 2.370 1.963
H -1.505 -3.820 -2.304
C -3.156 1.487 -2.083
H 1.179 -5.627 0.885
H -5.232 -0.231 -2.364
C 2.289 3.952 0.440
H 0.891 2.348 -4.302
C 0.528 2.507 -3.285
C -0.312 -5.552 2.419
H -2.786 -0.496 -2.789
H -2.524 -3.180 1.179
C -0.623 5.207 -1.007
H -2.796 7.380 -2.068
C 0.886 -3.625 1.661
H -0.761 -2.574 -0.380
H 1.228 5.826 0.772
H 0.188 5.695 -1.529
H -2.901 -2.774 -2.547
H -4.607 -1.852 4.135
C -1.964 7.321 -1.364
C -1.529 3.300 0.180
H -1.273 -2.166 -2.853
H -0.508 -6.615 2.368
H -2.157 1.893 -2.255
C 4.821 -2.697 2.067
P -1.903 -0.537 -0.600
C -3.146 -0.026 -1.873
H 0.877 -2.015 -4.023
C -2.763 1.877 2.557
C -1.781 -2.390 -0.720
C -0.456 3.921 -0.520
H -2.440 2.864 2.865
C -5.038 -0.913 3.782
F 3.439 0.241 1.121
C -2.687 -3.299 0.112
N -1.390 2.003 0.524
H -3.876 -1.646 1.486
C -0.757 -3.389 3.388
H -2.188 8.014 -0.551
C -1.812 5.923 -0.835
H -4.929 -0.124 -0.630
C -1.869 -2.797 -2.195
C -2.272 1.334 1.368
H 2.762 3.956 2.554
H 2.458 2.267 -2.384
C 4.266 -4.940 1.322
H -4.599 -1.628 -1.503
C 1.532 -2.608 -3.397
C -1.003 -4.754 3.325
C -2.615 0.018 0.991
C -2.734 4.028 0.352
C 0.643 -4.995 1.582
H 0.396 -1.756 2.617
C 5.430 -5.411 1.909
C 2.088 3.436 1.871
H 2.354 5.889 -0.596
H -5.915 -1.166 3.184
C 5.982 -3.185 2.648
H 2.509 -3.567 -5.051
H 4.589 -1.642 2.123
H -3.990 1.561 4.277
C -2.863 5.300 -0.148
H -5.373 -0.348 4.650
C 0.189 -2.815 2.550
C 3.975 -3.577 1.399
F 3.688 1.486 -0.636
H -3.592 1.996 -1.222
C 3.016 0.387 -0.192
As 2.354 -2.884 0.662
H 5.663 -6.466 1.856
H 3.272 3.645 0.087
P 1.121 3.038 -0.655
C 1.462 -2.493 -2.019
C 3.264 -4.087 -1.792
C -4.553 -0.541 -1.566
H -3.803 5.828 -0.025
H 6.647 -2.506 3.166
H 1.066 3.622 2.215
H -3.744 -3.153 -0.112
C 1.671 3.023 -2.404
H 0.745 -1.808 -1.584
H 2.635 4.137 -3.956
C -3.623 1.139 3.348
C 2.189 5.475 0.398
H -3.774 1.727 -2.951
H -2.446 -4.337 -0.136
Sn 0.681 0.591 0.326
C 2.280 4.319 -2.939
H 2.964 5.881 1.052
H -1.063 7.664 -1.868
C 2.313 -3.247 -1.210

Löwdin population analysis, charges in e, atoms 1 to 99: 0.01, 0.08, 0.09, 0.07, -0.04, 0.12, 0.12, 0.12, 0.11, -0.04, 0.08, -0.04, 0.12, -0.24, 0.10, 0.05, -0.05, 0.03, 0.10, -0.10, 0.11, 0.09, -0.51, 0.09, -0.10, -0.05, 0.10, 0.05, -0.04, 0.10, -0.37, 0.05, 0.08, 0.10, 0.08, 0.09, -0.02, -0.30, 0.06, 0.12, 0.05, -0.09, 1.03, -0.52, 0.11, -0.01, -0.53, -0.26, 0.13, -0.03, -0.07, -0.09, -0.07, 0.09, -0.07, 0.10, -0.22, 0.08, -0.11, -0.35, 0.10, 0.10, -0.11, 0.06, -0.06, -0.05, -0.29, 0.01, -0.09, 0.07, -0.05, -0.11, 0.07, 0.09, -0.05, 0.12, 0.09, 0.13, 0.00, 0.08, -0.12, -0.36, 0.01, 0.07, -0.72, 1.52, 0.12, 0.11, 1.01, -0.14, -0.07, -0.08, 0.13, 0.12, 0.08, 0.08, -0.52, 0.04, 0.09